This record from the OMol25 dataset describes a 2-piece molecular cluster, C9H14 overall at a distorted geometry. The level of theory is ωB97M-V/def2-TZVPD.

Geometry (Å):
C: 0.195 1.967 0.676
C: -0.970 1.254 2.687
C: 0.927 -0.045 1.879
C: -0.745 2.191 1.692
C: 2.009 0.581 -0.253
C: -1.407 -1.619 -1.804
C: -0.131 0.170 2.786
C: -0.442 -1.948 -2.968
C: 1.081 0.902 0.889
H: 1.550 0.734 -1.210
H: -1.758 1.330 3.452
H: -2.016 -2.309 -1.237
H: -2.101 -0.921 -2.319
H: 0.071 -2.884 -2.768
H: 2.866 1.361 -0.087
H: -0.991 -2.476 -3.778
H: 2.550 -0.351 -0.159
H: -0.302 -0.649 3.447
H: 0.452 2.677 -0.117
H: -1.433 3.009 1.546
H: 1.526 -0.962 1.938
H: -0.924 -1.046 -1.070
H: -0.006 -0.967 -3.223

The calculation puts the HOMO energy at -9.008 eV. As for the LUMO energy: 0.037 hartree. The total energy comes out at -351.2768 Eh. As for the HOMO-LUMO gap: 10.00 eV. The total charge is 0.



This record from the OMol25 dataset describes a 2-piece molecular cluster, C9H14 overall at a distorted geometry. The level of theory is ωB97M-V/def2-TZVPD.

Geometry (Å):
C: 1.464 0.384 -2.416
C: -0.303 -0.547 1.319
C: -0.443 1.687 0.194
C: 2.303 -0.560 -1.521
C: 0.403 -1.324 2.373
C: -1.459 1.131 -0.636
C: -1.508 -0.852 0.726
C: -1.931 -0.182 -0.409
C: 0.194 0.746 1.043
H: 1.857 0.440 -3.416
H: -1.783 -1.943 0.688
H: -2.847 -0.514 -0.883
H: 1.376 1.382 -2.079
H: 2.818 -0.348 -0.619
H: -0.135 -2.069 2.978
H: 0.832 -0.881 3.162
H: 1.591 -1.374 -1.129
H: 3.093 -1.193 -2.148
H: -1.701 1.703 -1.555
H: 0.344 0.099 -2.402
H: 1.218 -1.950 1.978
H: -0.157 2.653 0.016
H: 1.174 1.092 1.375

The calculation puts the HOMO energy at -8.915 eV. As for the LUMO energy: 0.036 hartree. The total energy comes out at -351.2513 Eh. As for the HOMO-LUMO gap: 9.91 eV. The total charge is 0.



This record from the OMol25 dataset describes a 2-piece molecular cluster, C9H14 overall at a distorted geometry. The level of theory is ωB97M-V/def2-TZVPD.

Geometry (Å):
C: -0.271 -1.361 0.332
C: -0.319 -0.672 1.551
C: -2.441 0.294 0.919
C: -1.319 -1.231 -0.563
C: -3.591 1.257 1.171
C: -1.385 0.158 1.826
C: 3.612 0.805 -0.867
C: 3.476 -0.121 -2.079
C: -2.439 -0.464 -0.246
H: 3.120 0.425 -2.933
H: -3.772 1.301 2.238
H: -1.533 0.620 2.796
H: 0.485 -0.932 2.218
H: -3.325 -0.572 -0.861
H: -3.471 2.197 0.655
H: 2.807 0.773 -0.132
H: 0.527 -2.073 0.175
H: 4.418 -0.665 -2.197
H: -4.475 0.744 0.796
H: 4.407 0.451 -0.264
H: 3.871 1.816 -1.171
H: -1.250 -1.748 -1.512
H: 2.867 -1.000 -1.852

The calculation puts the HOMO energy at -9.025 eV. As for the LUMO energy: 0.038 hartree. The total energy comes out at -351.3052 Eh. As for the HOMO-LUMO gap: 10.07 eV. The total charge is 0.



This record from the OMol25 dataset describes a 2-piece molecular cluster, C9H14 overall. The level of theory is ωB97M-V/def2-TZVPD.

Geometry (Å):
C: 0.184 -2.019 -1.178
C: -2.228 0.921 0.438
C: 1.001 -1.416 -2.113
C: 1.335 -0.407 2.037
C: 1.828 -0.362 -1.715
C: 1.882 -0.006 -0.386
C: 0.143 -1.557 0.132
C: -1.930 2.361 -0.023
C: 1.102 -0.658 0.578
H: -3.192 0.625 0.015
H: -2.845 2.938 -0.113
H: 2.381 -0.469 2.303
H: -0.435 -2.855 -1.484
H: 0.781 -1.130 2.638
H: 0.986 0.580 2.345
H: 1.055 -1.708 -3.151
H: -1.506 0.214 0.042
H: 2.414 0.140 -2.466
H: 2.578 0.725 0.018
H: -1.385 2.369 -0.967
H: -2.303 0.865 1.523
H: -1.288 2.859 0.708
H: -0.557 -2.011 0.817

The calculation puts the HOMO energy at -8.983 eV. As for the LUMO energy: 0.038 hartree. The total energy comes out at -351.3189 Eh. As for the HOMO-LUMO gap: 10.01 eV. The total charge is 0.



This record from the OMol25 dataset describes a 2-piece molecular cluster, C9H14 overall at a distorted geometry. The level of theory is ωB97M-V/def2-TZVPD.

Geometry (Å):
C: -0.600 0.647 -0.389
C: 3.943 -0.167 1.002
C: 3.952 0.674 -0.254
C: -0.169 -0.494 0.250
C: -1.036 -1.498 0.608
C: -2.360 -1.257 0.336
C: -2.857 -0.100 -0.274
C: -4.155 0.224 -0.775
C: -1.902 0.941 -0.617
H: -0.637 -2.338 1.110
H: 0.929 -0.554 0.571
H: 4.181 0.394 2.012
H: -4.759 0.998 -0.141
H: -4.160 0.557 -1.761
H: 4.803 -0.858 0.947
H: -4.809 -0.638 -0.712
H: 3.316 1.541 -0.100
H: 4.924 1.017 -0.373
H: 3.005 -0.740 1.062
H: -2.371 1.782 -1.294
H: 3.736 0.287 -1.287
H: 0.106 1.430 -0.685
H: -3.081 -1.848 0.763

The calculation puts the HOMO energy (alpha / beta) at -14.042 / -14.042 eV. As for the LUMO energy (alpha / beta): -0.160 / -0.306 hartree. Its expectation value of S² is 0.77. The total energy comes out at -350.9531 Eh. As for the HOMO-LUMO gap (alpha / beta): 9.68 / 5.72 eV. Its spin multiplicity is 2. The total charge is +1.



This record from the OMol25 dataset describes a 2-piece molecular cluster, C9H14 overall at a distorted geometry. The level of theory is ωB97M-V/def2-TZVPD.

Geometry (Å):
C: 1.593 2.008 -0.758
C: 1.608 -0.333 -0.217
C: 0.233 0.330 -2.040
C: -2.508 -1.015 1.429
C: 0.617 -0.674 -1.195
C: -2.383 0.379 0.820
C: 2.131 0.985 -0.027
C: 1.917 -1.395 0.796
C: 0.699 1.667 -1.774
H: 2.903 1.056 0.726
H: -1.970 -1.226 2.352
H: 1.958 3.019 -0.638
H: 0.135 -1.630 -1.346
H: -3.552 -1.265 1.597
H: -0.404 0.173 -2.897
H: 0.120 2.359 -2.379
H: -2.921 1.184 1.315
H: 2.882 -1.263 1.283
H: -2.115 -1.697 0.665
H: -1.334 0.667 0.711
H: 1.195 -1.383 1.609
H: -2.723 0.357 -0.222
H: 1.918 -2.304 0.190

The calculation puts the HOMO energy (alpha / beta) at -14.771 / -14.777 eV. As for the LUMO energy (alpha / beta): -0.163 / -0.301 hartree. Its expectation value of S² is 0.77. The total energy comes out at -350.9912 Eh. As for the HOMO-LUMO gap (alpha / beta): 10.33 / 6.58 eV. Its spin multiplicity is 2. The total charge is +1.



This record from the OMol25 dataset describes a 2-piece molecular cluster, C9H14 overall at a distorted geometry. The level of theory is ωB97M-V/def2-TZVPD.

Geometry (Å):
C: 0.395 1.503 2.293
C: 1.890 1.308 2.744
C: -0.704 0.600 -2.147
C: -0.900 -1.303 -0.104
C: 1.475 -1.348 0.217
C: 0.343 -0.720 -0.536
C: 0.480 0.244 -1.508
C: -1.975 0.094 -1.752
C: -2.062 -0.936 -0.778
H: 1.339 0.776 -1.861
H: 2.147 2.045 3.605
H: -2.905 0.367 -2.263
H: 1.858 -0.804 1.083
H: 0.575 2.218 1.515
H: 0.125 0.474 2.054
H: -0.922 -1.799 0.828
H: -0.282 1.888 3.054
H: 1.105 -2.400 0.263
H: -3.037 -1.252 -0.410
H: 2.546 1.413 1.857
H: 2.374 -1.249 -0.424
H: -0.727 1.315 -2.928
H: 2.076 0.305 3.220

The calculation puts the HOMO energy (alpha / beta) at -14.523 / -14.587 eV. As for the LUMO energy (alpha / beta): -0.161 / -0.303 hartree. Its expectation value of S² is 0.77. The total energy comes out at -350.9619 Eh. As for the HOMO-LUMO gap (alpha / beta): 10.13 / 6.33 eV. Its spin multiplicity is 2. The total charge is +1.



This record from the OMol25 dataset describes a 2-piece molecular cluster, C9H14 overall at a distorted geometry. The level of theory is ωB97M-V/def2-TZVPD.

Geometry (Å):
C: -0.708 1.595 -0.587
C: 0.608 1.075 -0.544
C: 1.019 -0.063 -1.310
C: -1.699 0.963 -1.275
C: -1.207 0.021 2.435
C: -0.008 -0.894 2.490
C: 2.421 -0.466 -1.302
C: -1.286 -0.155 -2.074
C: 0.029 -0.668 -2.044
H: -1.044 1.000 2.900
H: -1.984 -0.549 2.945
H: 0.304 -1.519 -2.654
H: -0.946 2.367 0.138
H: -2.100 -0.560 -2.656
H: 2.900 -0.637 -2.273
H: 0.270 -1.173 3.508
H: -2.708 1.298 -1.460
H: 1.387 1.735 -0.175
H: 3.100 0.157 -0.727
H: -0.239 -1.843 2.005
H: 0.941 -0.508 2.110
H: -1.576 0.314 1.456
H: 2.526 -1.490 -0.906

The calculation puts the HOMO energy (alpha / beta) at -14.493 / -14.505 eV. As for the LUMO energy (alpha / beta): -0.166 / -0.309 hartree. Its expectation value of S² is 0.77. The total energy comes out at -350.9836 Eh. As for the HOMO-LUMO gap (alpha / beta): 9.98 / 6.10 eV. Its spin multiplicity is 2. The total charge is +1.



This record from the OMol25 dataset describes a 2-piece molecular cluster, C9H14 overall at a distorted geometry. The level of theory is ωB97M-V/def2-TZVPD.

Geometry (Å):
C: 0.242 0.841 -2.094
C: 2.106 0.738 0.031
C: 0.291 1.227 1.703
C: 0.757 1.006 0.324
C: -1.607 -2.039 1.420
C: 2.513 0.726 -1.272
C: -0.179 1.057 -0.775
C: 1.585 0.775 -2.362
C: -1.965 -1.449 0.058
H: -1.199 -1.024 -0.630
H: -2.687 -0.647 0.036
H: -1.194 1.316 -0.518
H: 3.570 0.649 -1.515
H: -0.837 -1.458 1.921
H: -0.570 1.874 1.828
H: -0.544 0.527 -2.775
H: -2.526 -1.943 2.005
H: 0.056 0.292 2.220
H: 1.862 0.615 -3.399
H: -2.299 -2.274 -0.588
H: 1.027 1.793 2.292
H: -1.301 -3.075 1.365
H: 2.897 0.474 0.725

The calculation puts the HOMO energy (alpha / beta) at -14.539 / -14.577 eV. As for the LUMO energy (alpha / beta): -0.159 / -0.302 hartree. Its expectation value of S² is 0.77. The total energy comes out at -350.9810 Eh. As for the HOMO-LUMO gap (alpha / beta): 10.23 / 6.35 eV. Its spin multiplicity is 2. The total charge is +1.



It is found that the energy above the lowest of the compared OMol25 structures with the same formula, charge and spin values, taken in the order of the records, are 33.5, 49.5, 15.7, 7.1, 35.1, 11.1, 29.5, 15.9, 17.6 kcal/mol.